{
  "formula": "C22H31N2O2",
  "method": "ωB97M-V/def2-TZVPD",
  "charge": 1,
  "energy_ha": -1116.70136,
  "smiles": "CC[C@H](C)c1ccccc1NC(=O)[C@H](C)[N@H+](C)Cc1cccc(OC)c1",
  "e_homo_ha": -0.4201,
  "symbols": ["C", "H", "C", "H", "H", "C", "C", "C", "C", "C", "C", "C", "N", "C", "O", "C", "C", "H", "H", "H", "N", "C", "H", "H", "H", "C", "C", "C", "C", "C", "C", "C", "H", "H", "H", "O", "C", "H", "H", "H", "H", "H", "H", "H", "H", "H", "H", "H", "H", "H", "C", "H", "H", "H", "H", "H", "H"],
  "positions_angstrom": [[-0.36, -0.93, -4.00], [-0.69, -1.32, -3.04], [-1.38, 0.05, -4.58], [-1.05, 0.37, -5.57], [-2.34, -0.46, -4.69], [-1.58, 1.29, -3.70], [-0.31, 2.12, -3.65], [0.04, 2.89, -4.75], [1.17, 3.68, -4.76], [2.00, 3.71, -3.64], [1.69, 2.94, -2.54], [0.55, 2.14, -2.55], [0.27, 1.30, -1.44], [0.68, 1.43, -0.18], [1.40, 2.30, 0.29], [0.13, 0.37, 0.82], [-1.32, 0.74, 1.13], [-1.39, 1.73, 1.55], [-1.89, 0.73, 0.20], [-1.77, 0.01, 1.80], [1.06, 0.51, 1.97], [2.26, -0.32, 1.74], [3.00, -0.12, 2.51], [2.00, -1.37, 1.76], [2.70, -0.07, 0.78], [0.55, 0.40, 3.37], [0.06, -0.97, 3.78], [0.96, -1.99, 4.05], [0.53, -3.25, 4.45], [-0.84, -3.49, 4.59], [-1.73, -2.46, 4.37], [-1.30, -1.21, 3.96], [-2.02, -0.41, 3.84], [-2.79, -2.63, 4.51], [-1.21, -4.45, 4.91], [1.50, -4.16, 4.67], [1.16, -5.45, 5.13], [0.54, -5.98, 4.40], [0.64, -5.40, 6.09], [2.10, -5.97, 5.26], [2.03, -1.83, 4.01], [-0.26, 1.12, 3.49], [1.37, 0.70, 4.02], [1.39, 1.52, 1.81], [0.19, -0.64, 0.42], [-0.34, 0.52, -1.66], [2.33, 2.95, -1.68], [2.88, 4.33, -3.63], [1.41, 4.27, -5.63], [-0.59, 2.88, -5.62], [-2.77, 2.12, -4.20], [-3.69, 1.57, -4.05], [-2.68, 2.34, -5.26], [-2.83, 3.06, -3.66], [-1.85, 0.96, -2.69], [-0.22, -1.77, -4.68], [0.61, -0.44, -3.87]],
  "mulliken_charge": [-1.13, 0.21, -0.51, 0.30, 0.44, 0.58, 0.48, -0.48, -0.95, -0.71, -0.62, 0.66, 0.24, 0.63, -0.73, -0.02, -1.37, 0.41, 0.34, 0.27, 0.17, -0.98, 0.35, 0.50, 0.24, -1.45, 0.95, -0.27, 0.36, -0.45, -1.04, -0.64, 0.52, 0.39, 0.44, -0.42, -0.89, 0.36, 0.38, 0.25, 0.61, 0.56, 0.58, 0.44, 0.27, -0.10, 0.49, 0.41, 0.41, 0.38, -1.84, 0.46, 0.35, 0.41, 0.03, 0.44, 0.29]
}


{
  "formula": "C7H12O",
  "method": "ωB97M-V/def2-TZVPD",
  "energy_ha": -349.09788,
  "smiles": "C=C(C)C(O)C(=C)C",
  "e_homo_ha": -0.3254,
  "symbols": ["C", "C", "C", "C", "C", "C", "C", "O", "H", "H", "H", "H", "H", "H", "H", "H", "H", "H", "H", "H"],
  "positions_angstrom": [[-0.88, 1.42, -1.08], [-1.17, 1.43, 1.39], [0.77, -1.65, -1.26], [-0.40, 1.11, 0.14], [0.40, -1.06, 0.07], [0.93, 0.41, 0.32], [-0.12, -1.80, 1.04], [1.94, 0.86, -0.53], [1.64, 0.77, -1.44], [1.29, 0.51, 1.34], [-1.82, 1.93, -1.18], [-0.34, 1.24, -1.99], [-1.76, 2.34, 1.25], [-1.84, 0.61, 1.63], [-0.51, 1.57, 2.24], [0.28, -1.11, -2.07], [0.47, -2.70, -1.31], [1.84, -1.63, -1.45], [-0.34, -1.41, 2.02], [-0.38, -2.84, 0.88]],
  "mulliken_charge": [-1.19, -1.55, -1.55, 1.16, 1.10, -0.29, -1.09, -0.55, 0.36, 0.41, 0.33, 0.17, 0.45, 0.31, 0.33, 0.29, 0.40, 0.33, 0.29, 0.28]
}


{
  "formula": "C4H14N3",
  "method": "ωB97M-V/def2-TZVPD",
  "charge": 1,
  "energy_ha": -324.81778,
  "e_homo_ha": -0.5338,
  "symbols": ["C", "C", "N", "N", "N", "H", "H", "H", "H", "H", "H", "H", "H", "C", "C", "H", "H", "H", "H", "H", "H"],
  "positions_angstrom": [[0.84, -0.44, 2.06], [0.89, -0.23, -0.36], [0.80, -1.02, 0.71], [1.13, 1.08, -0.43], [0.78, -0.77, -1.60], [0.97, -2.01, 0.61], [1.53, 1.52, 0.39], [0.70, 1.76, -1.04], [0.08, -1.48, -1.86], [1.31, -0.28, -2.34], [0.04, -0.84, 2.66], [1.05, 0.64, 2.07], [1.73, -0.84, 2.60], [-1.98, -0.06, 0.15], [-2.04, 1.21, -0.64], [-3.01, -0.38, 0.37], [-1.55, -1.02, -0.15], [-1.60, 0.15, 1.15], [-1.91, 1.14, -1.76], [-1.33, 2.05, -0.46], [-2.91, 1.84, -0.39]],
  "mulliken_charge": [-1.03, 0.68, -0.07, -0.47, -0.40, 0.27, 0.17, 0.26, 0.25, 0.26, 0.36, 0.32, 0.34, -0.63, -1.03, 0.36, 0.30, 0.13, 0.31, 0.26, 0.35]
}


{
  "formula": "C4H5O6Tb",
  "method": "ωB97M-V/def2-TZVPD",
  "charge": 1,
  "energy_ha": -1430.91310,
  "multiplicity": 8,
  "e_homo_ha": [-0.4160, -0.4163],
  "symbols": ["O", "C", "O", "O", "Tb", "C", "C", "H", "H", "H", "O", "C", "O", "O", "H", "H"],
  "positions_angstrom": [[1.83, -1.80, -1.22], [1.49, -1.76, 0.00], [1.69, -2.73, 0.77], [1.00, -0.65, 0.54], [3.03, -4.14, -0.90], [1.18, 0.73, -0.43], [-0.03, 0.93, 0.42], [2.12, 1.11, -0.01], [0.95, 0.53, -1.48], [0.03, 1.16, 1.48], [-1.24, 0.50, -0.18], [-2.36, 0.94, 0.37], [-2.45, 1.70, 1.31], [-3.38, 0.53, -0.38], [-4.20, 0.93, -0.06], [0.34, 2.01, -0.24]],
  "mulliken_charge": [-0.78, 1.38, -0.83, -0.41, 1.24, -0.66, 0.09, 0.34, 0.33, 0.40, -0.26, 0.66, -0.52, -0.44, 0.38, 0.08]
}


{
  "formula": "C7H14N2O5",
  "method": "ωB97M-V/def2-TZVPD",
  "energy_ha": -760.80924,
  "smiles": "C[C@@H](O)[C@H](NC(=O)[C@@H](N)CO)C(=O)O",
  "e_homo_ha": -0.3433,
  "symbols": ["C", "C", "C", "C", "C", "C", "C", "H", "H", "H", "H", "H", "H", "H", "H", "H", "H", "H", "H", "H", "H", "N", "N", "O", "O", "O", "O", "O"],
  "positions_angstrom": [[2.35, 0.53, 0.46], [1.12, -0.14, -0.17], [3.68, -0.33, 0.19], [-1.38, -0.02, -0.19], [-1.95, 1.31, -0.23], [-2.23, -1.10, 0.39], [-3.58, -1.43, -0.19], [2.72, 1.45, 2.24], [1.88, -0.01, 2.42], [2.68, 1.45, -0.09], [4.54, 0.25, 0.45], [3.71, -1.30, 0.80], [3.03, -0.92, -1.64], [0.01, 0.65, 1.27], [-0.93, -0.31, -1.13], [-2.39, -0.69, 1.41], [-0.73, -2.22, 1.03], [-4.15, -2.19, 0.35], [-3.98, -0.45, -0.12], [-3.31, -1.72, -1.19], [-1.31, 3.08, -0.78], [2.11, 0.75, 1.85], [-0.10, -0.01, 0.42], [1.21, -0.57, -1.27], [3.84, -0.51, -1.24], [-3.03, 1.82, 0.14], [-1.41, -2.28, 0.40], [-1.10, 2.13, -0.84]],
  "mulliken_charge": [0.51, 0.40, -0.60, -0.15, 0.47, 0.12, -1.38, 0.22, 0.18, 0.25, 0.31, 0.25, 0.40, 0.34, 0.39, 0.31, 0.29, 0.33, 0.38, 0.39, 0.35, -0.67, -0.17, -0.72, -0.57, -0.62, -0.58, -0.42]
}


{
  "formula": "C4H5NO",
  "method": "ωB97M-V/def2-TZVPD",
  "energy_ha": -285.14019,
  "multiplicity": 3,
  "e_homo_ha": [-0.2301, -0.3791],
  "symbols": ["C", "C", "C", "C", "N", "O", "H", "H", "H", "H", "H"],
  "positions_angstrom": [[0.06, -0.29, -0.34], [0.34, 0.68, 0.84], [0.52, -0.65, 1.58], [-0.53, 0.17, -1.68], [0.21, -1.43, 0.33], [-0.60, 0.14, 1.80], [0.96, 1.52, 1.05], [1.10, -0.76, 2.45], [-0.86, 1.13, -1.73], [-1.36, -0.53, -1.87], [0.16, 0.03, -2.43]],
  "mulliken_charge": [0.36, -0.13, 0.03, -1.08, -0.57, -0.35, 0.35, 0.40, 0.37, 0.29, 0.33]
}


{
  "formula": "C4H5NO2",
  "method": "ωB97M-V/def2-TZVPD",
  "energy_ha": -360.59905,
  "smiles": "O=CC(=O)N1CC1",
  "e_homo_ha": -0.3673,
  "symbols": ["O", "C", "C", "O", "N", "C", "C", "H", "H", "H", "H", "H"],
  "positions_angstrom": [[1.69, 1.55, 0.84], [1.99, 0.46, 0.42], [0.97, -0.59, -0.01], [1.32, -1.56, -0.65], [-0.31, -0.36, 0.46], [-1.49, -0.71, -0.28], [-1.14, 0.72, -0.02], [3.04, 0.13, 0.29], [-2.28, -1.17, 0.31], [-1.35, -1.11, -1.28], [-0.76, 1.30, -0.86], [-1.66, 1.29, 0.74]],
  "mulliken_charge": [-0.44, 0.06, 0.43, -0.53, -0.14, -0.39, -0.30, 0.36, 0.24, 0.24, 0.23, 0.23]
}


Looking at ΔE to the lowest compared entry with this formula, charge and spin for the records above, in order, we have 58.2; 133.3; 123.6; 432.9; 199.1; 273.3; 184.8 kJ/mol.